165
Properties=species:S:1:pos:R:3:forces:R:3:mulliken_charge:R:1 method="wB97M-V/def2-TZVPD" gap_ev=9.2 largest_force_ev_per_a=4.96 spin_multiplicity=1
O -1.084636 6.304507 -4.275542 -0.1 -0.5 1.3 -0.560
N -1.227808 5.139736 -3.931304 1.3 -1.1 -2.6 0.874
O -0.670248 4.512565 -3.041088 -0.5 1.5 0.3 -0.523
C -1.908948 4.249641 -4.921110 -2.3 -1.7 2.6 0.231
C -2.562521 3.124099 -4.336172 -0.1 -0.7 -1.8 -0.290
C -3.291866 2.244386 -5.179011 1.1 2.3 -1.0 -0.481
C -3.375111 2.573715 -6.596778 0.6 -1.3 2.1 -0.369
C -2.792379 3.725504 -7.095850 -1.3 -1.1 0.4 -0.547
C -2.148978 4.555098 -6.215221 1.2 2.1 -1.0 -0.224
H -2.456122 2.870023 -3.291888 0.1 0.3 0.0 0.374
H -3.760140 1.394632 -4.704638 -0.1 -0.2 -0.4 0.373
H -3.763265 1.816358 -7.261720 -0.5 0.2 -0.1 0.365
H -2.994362 3.991755 -8.122838 0.4 0.1 -0.1 0.400
H -1.776237 5.494756 -6.595371 0.2 0.2 0.1 0.377
O -2.114365 -6.222048 -6.625148 0.8 0.7 -1.1 -0.598
N -2.382797 -5.511681 -7.610268 2.1 -4.2 1.3 0.950
O -3.320959 -4.835752 -7.639598 -3.5 3.5 -0.5 -0.566
C -1.642375 -5.722998 -8.852629 0.6 1.1 -2.4 -0.016
C -1.883668 -4.927005 -10.017387 0.0 -1.0 -0.1 -0.297
C -1.135475 -5.128963 -11.221036 -0.9 1.1 2.7 -0.403
C -0.139626 -6.085846 -11.230531 -1.1 -0.2 -1.1 -0.413
C -0.008224 -6.933665 -10.163769 0.2 0.1 1.3 -0.444
C -0.702313 -6.703621 -8.951071 1.5 -0.7 -0.3 -0.075
H -2.746338 -4.277688 -9.993098 0.2 0.4 0.0 0.385
H -1.243476 -4.422095 -12.030406 -0.3 -0.2 -0.2 0.367
H 0.324761 -6.210383 -12.197603 0.7 -0.3 0.2 0.349
H 0.726524 -7.725090 -10.178489 0.0 -0.1 0.0 0.347
H -0.362863 -7.242874 -8.079073 -0.4 -0.2 0.1 0.415
O 0.453534 -9.974657 -1.230856 1.1 0.6 1.6 -0.564
N 1.113423 -9.377704 -0.351768 -2.0 -0.5 -1.7 0.931
O 2.256591 -9.032398 -0.462566 0.7 -0.2 -0.1 -0.571
C 0.387737 -8.938166 0.837068 1.5 1.7 2.3 0.180
C 1.022529 -7.981825 1.672446 -0.6 0.5 0.0 -0.327
C 0.363464 -7.475848 2.818663 2.6 -0.1 -2.0 -0.433
C -0.828708 -7.981349 3.190753 -0.6 0.6 0.3 -0.295
C -1.484796 -8.854798 2.364481 0.4 -1.6 -0.2 -0.468
C -0.828858 -9.404804 1.218434 -1.7 0.0 0.3 -0.316
H 1.979410 -7.568562 1.389637 0.0 -0.1 -0.1 0.390
H 0.803265 -6.669004 3.386096 0.3 -0.1 0.0 0.366
H -1.181163 -7.573115 4.126445 -0.8 -0.4 0.0 0.359
H -2.413127 -9.204696 2.791296 -0.3 -0.4 -0.8 0.341
H -1.235355 -10.161731 0.564055 -0.6 -0.1 0.2 0.408
O -6.390828 10.524456 3.958997 -0.9 -2.7 0.2 -0.574
N -6.846885 9.357549 4.116583 0.1 2.2 0.5 0.939
O -7.849508 9.107422 4.780604 1.1 0.1 -0.8 -0.564
C -6.112857 8.240094 3.495967 -0.7 -1.7 -0.1 0.249
C -6.536135 6.901920 3.784898 1.0 1.4 -0.8 -0.378
C -5.840489 5.836250 3.182935 -1.1 0.5 1.9 -0.385
C -4.740163 6.081576 2.428015 1.3 0.5 -0.6 -0.450
C -4.332719 7.391341 2.210745 0.3 0.2 -1.5 -0.311
C -5.040699 8.480723 2.621853 -0.9 0.4 2.1 -0.451
H -7.328730 6.696028 4.489031 -0.1 0.2 -0.1 0.423
H -6.113407 4.859588 3.554498 0.0 -0.3 -0.5 0.351
H -4.080028 5.321626 2.036756 -0.3 -0.4 0.0 0.378
H -3.506196 7.626956 1.556718 0.4 -0.4 0.1 0.352
H -4.689547 9.494242 2.495928 -0.1 0.0 -0.3 0.423
O -4.252293 6.358777 11.515892 0.3 -0.2 -0.5 -0.535
N -3.991384 6.635620 10.361714 -0.6 1.2 -0.5 0.834
O -4.829334 6.987940 9.518541 1.2 -0.8 0.9 -0.515
C -2.554364 6.723053 9.955978 0.1 -0.4 -0.7 0.276
C -2.190059 6.431179 8.630090 -1.0 0.7 0.6 -0.483
C -0.884153 6.550339 8.256176 0.5 0.4 -0.2 -0.298
C 0.113400 7.019423 9.142729 -0.6 -0.8 -1.7 -0.531
C -0.264827 7.352072 10.400104 -0.4 -0.2 1.0 -0.333
C -1.587656 7.138749 10.835770 0.5 0.1 0.6 -0.300
H -2.948478 6.286511 7.874902 -0.1 -0.4 0.1 0.414
H -0.717810 6.389772 7.201208 0.6 -0.1 0.0 0.332
H 1.131053 7.063257 8.783757 0.1 0.3 0.1 0.383
H 0.467388 7.725420 11.100719 0.0 0.0 0.1 0.357
H -1.767416 7.283804 11.890774 -0.5 0.2 0.0 0.397
O -0.490819 -4.947900 11.198586 0.7 1.5 -0.7 -0.637
S -0.041101 -3.675931 10.624775 -0.2 0.8 0.0 1.022
O 1.012662 -3.612042 9.615223 -0.7 -0.3 1.0 -0.613
C -1.532284 -2.719341 9.979367 1.6 -0.6 0.4 -0.608
C -1.394395 -1.310812 10.641303 -2.8 -0.8 -0.6 -0.604
C -0.101176 -1.082105 11.292717 1.8 -0.1 0.2 -0.545
C 0.319617 -2.384880 11.958902 -0.3 0.0 -0.5 -0.694
H -2.296734 -3.407713 10.339699 -0.5 0.7 0.2 0.358
H -1.564056 -2.738173 8.889977 0.4 0.0 0.1 0.331
H -1.590551 -0.464703 9.982709 -0.3 -0.4 -0.3 0.336
H -2.212654 -1.360833 11.359682 0.1 0.6 0.4 0.263
H -0.131163 -0.268034 12.016929 -0.2 -0.1 0.1 0.335
H 0.596182 -0.744383 10.526087 0.4 -0.3 0.1 0.316
H -0.373791 -2.521535 12.788716 0.0 -0.6 0.0 0.347
H 1.338163 -2.361772 12.346361 0.0 -0.5 -0.4 0.393
C -9.745616 -0.092303 -1.106267 -0.1 -0.6 0.5 -1.091
C -8.683660 0.024194 0.010752 -0.4 -0.9 -0.9 -0.371
C -7.831310 -1.256686 0.091513 0.4 1.1 0.3 -0.616
C -7.134474 -1.330148 1.432421 1.5 -0.8 0.3 -0.711
C -6.380423 -2.666609 1.646571 -0.7 -0.7 0.3 -0.603
C -7.228929 -3.718310 2.382400 1.0 -1.5 0.2 -1.240
H -9.921253 -1.153403 -1.283206 -0.3 -0.1 0.1 0.314
H -9.467953 0.271449 -2.095559 0.1 0.5 0.3 0.314
H -10.680068 0.335504 -0.743113 -0.1 0.2 -0.5 0.300
H -8.034303 0.865367 -0.231859 0.0 0.1 0.5 0.294
H -9.163076 0.150958 0.981411 -0.1 0.4 -0.1 0.368
H -7.085066 -1.130473 -0.692893 0.2 -0.6 -0.1 0.193
H -8.365013 -2.194549 -0.062296 -0.4 0.2 -0.2 0.402
H -6.379299 -0.551438 1.539349 -0.2 0.4 -0.2 0.298
H -7.818362 -1.202495 2.271522 -0.2 0.0 -0.1 0.415
H -6.129921 -3.190207 0.723970 -0.3 0.4 -0.6 0.284
H -5.377799 -2.590216 2.067310 -0.2 0.5 0.6 0.431
H -7.485152 -3.685184 3.441339 -0.5 1.3 0.0 0.354
H -8.062269 -4.083617 1.782231 -0.3 0.4 0.1 0.300
H -6.616767 -4.613024 2.495738 0.4 -0.4 -0.6 0.366
C 6.902876 5.478701 -4.260494 0.2 -1.3 0.6 -1.192
C 5.759588 4.415050 -4.357697 0.6 0.6 -0.2 -0.319
C 5.828597 3.786785 -5.753307 -0.7 -0.5 -0.8 -0.714
C 4.679174 2.834926 -6.215859 -0.4 1.4 -0.8 -0.649
C 4.582226 2.555814 -7.756782 0.0 -1.2 0.7 -0.363
C 3.414603 1.564722 -8.035094 0.4 0.4 -0.1 -1.214
H 7.230492 5.658303 -3.236534 -0.8 0.6 0.3 0.381
H 6.692258 6.390059 -4.820107 0.1 -0.1 0.2 0.315
H 7.836321 5.025847 -4.594717 0.0 0.0 -0.8 0.310
H 5.818644 3.716007 -3.523450 0.2 -0.3 -0.2 0.324
H 4.797449 4.911328 -4.230814 -0.1 0.1 -0.1 0.267
H 6.752645 3.239558 -5.939813 0.3 0.0 0.4 0.316
H 5.904864 4.632787 -6.436365 -0.2 0.1 -0.3 0.303
H 4.745885 1.913526 -5.637354 -0.1 -0.2 -0.2 0.324
H 3.702475 3.288099 -6.046170 -0.1 0.1 0.8 0.292
H 4.378668 3.409686 -8.402966 0.4 0.5 0.5 0.294
H 5.551655 2.133348 -8.021039 0.0 -0.2 -0.5 0.333
H 2.448856 2.062700 -7.948799 0.0 0.1 0.7 0.299
H 3.332436 1.230913 -9.069450 0.7 -0.3 -0.1 0.372
H 3.485328 0.710841 -7.361317 -0.3 -0.1 -0.1 0.322
C 8.349536 -2.321289 -5.667752 0.4 0.3 1.5 -1.212
C 9.237071 -2.443028 -4.348022 -0.3 0.0 -0.9 -0.532
C 9.259717 -1.193864 -3.459746 -0.9 0.2 0.0 -0.498
C 10.063718 -1.349840 -2.132203 0.0 0.7 -0.9 -0.640
C 9.846226 -0.251245 -1.046269 -1.7 0.2 -0.9 -0.499
C 8.414648 -0.329232 -0.395019 0.9 0.2 -0.4 -1.093
H 8.171199 -3.335967 -6.023739 -0.1 0.3 -0.4 0.340
H 8.776314 -1.649382 -6.412393 0.7 -0.5 -0.2 0.332
H 7.408868 -1.790852 -5.519846 -0.4 -0.5 0.6 0.311
H 8.973741 -3.302331 -3.731286 -0.8 0.0 0.0 0.349
H 10.216311 -2.778816 -4.689229 0.4 0.5 0.0 0.330
H 8.218399 -0.969154 -3.228944 -0.4 -0.3 0.4 0.289
H 9.443129 -0.331105 -4.100139 1.0 0.3 0.2 0.360
H 9.786255 -2.353572 -1.810281 0.2 0.0 0.5 0.315
H 11.109501 -1.348068 -2.439491 0.2 -0.2 0.3 0.328
H 10.612286 -0.173227 -0.274808 0.0 -0.6 0.0 0.355
H 9.903163 0.702002 -1.571794 0.1 0.2 -0.1 0.256
H 8.253192 -1.371670 -0.120478 -0.3 0.2 0.4 0.273
H 8.302589 0.371109 0.432664 0.4 -0.4 0.5 0.366
H 7.586878 0.006344 -1.019740 0.2 -0.3 -0.6 0.271
C 2.829174 -2.785487 -1.767519 -0.1 -0.8 1.0 -1.168
C 1.340324 -2.532087 -1.399884 1.2 0.6 0.4 -0.419
C 1.152670 -1.280069 -0.515610 -0.3 0.3 -0.8 -0.739
C 1.508778 -1.434405 0.962883 -0.1 -0.1 -0.2 -0.484
C 1.348808 -0.161078 1.766185 0.2 0.3 1.8 -0.397
C 1.563732 -0.370094 3.329233 0.9 -0.8 -1.5 -1.262
H 3.296306 -2.092457 -2.467219 -0.4 0.1 -0.1 0.317
H 2.974155 -3.811009 -2.107205 -0.2 0.0 -0.5 0.338
H 3.467405 -2.793138 -0.883949 -0.1 0.4 0.3 0.299
H 0.802009 -2.460209 -2.344947 -0.4 0.1 0.2 0.321
H 0.935554 -3.333515 -0.781857 0.1 -0.5 -0.4 0.260
H 0.111861 -0.971732 -0.614293 -0.3 -0.1 0.3 0.315
H 1.671557 -0.442793 -0.982326 0.4 0.1 0.2 0.382
H 0.866025 -2.194465 1.407047 -0.1 -0.3 0.0 0.329
H 2.538116 -1.775389 1.073803 0.1 -0.2 0.0 0.281
H 2.116448 0.546080 1.451917 -0.1 0.2 -0.1 0.278
H 0.368640 0.292772 1.619935 0.0 0.0 -0.2 0.333
H 2.559157 -0.797625 3.449393 0.4 0.2 0.0 0.326
H 1.562278 0.544171 3.922710 -0.5 -0.1 -0.1 0.344
H 0.982028 -1.196035 3.738551 -0.7 0.5 0.1 0.345